# 1
C4H2N2 | ωB97M-V with the def2-TZVPD basis set

CARTESIAN COORDINATES (ANGSTROEM)
C (-0.953, -0.052, 0.252)
C (0.060, -0.956, -0.201)
C (-0.787, 1.257, 0.468)
C (1.328, 0.784, -0.244)
N (1.239, -0.481, -0.464)
N (1.156, 1.904, 0.048)
H (-1.946, -0.434, 0.451)
H (-0.097, -2.023, -0.310)

calculated total energy = -7155.369 eV
highest occupied orbital energy = -10.23 eV
LUMO = -0.030 Ha
ΔE to the lowest compared entry with this formula, charge and spin = 81.66 kcal/mol
frontier orbital gap = 9.43 eV


# 2
C6H11NO2 | ωB97M-V with the def2-TZVPD basis set

CARTESIAN COORDINATES (ANGSTROEM)
C (0.196, -0.966, 1.581)
C (0.001, -0.785, 0.283)
C (-0.937, -1.663, -0.514)
O (-1.533, -2.707, 0.210)
C (0.766, 0.254, -0.509)
C (-0.015, 0.879, -1.672)
C (1.284, 1.391, 0.372)
N (0.313, 2.076, 1.022)
O (2.450, 1.702, 0.440)
H (0.887, -0.363, 2.143)
H (-0.295, -1.754, 2.126)
H (-1.716, -1.038, -0.981)
H (-0.374, -2.150, -1.316)
H (-2.032, -2.332, 0.944)
H (1.654, -0.238, -0.925)
H (0.584, 1.669, -2.121)
H (-0.952, 1.314, -1.332)
H (-0.229, 0.140, -2.440)
H (0.582, 2.826, 1.637)
H (-0.634, 1.744, 1.052)

calculated total energy = -11985.268 eV
highest occupied orbital energy = -9.72 eV
LUMO = 0.023 Ha
ΔE to the lowest compared entry with this formula, charge and spin = 23.07 kcal/mol
structure (SMILES) = C=C(CO)[C@@H](C)C(N)=O
frontier orbital gap = 10.36 eV


# 3
C40H67FN2O11S2 | ωB97M-V with the def2-TZVPD basis set

CARTESIAN COORDINATES (ANGSTROEM)
C (0.024, -3.855, 2.941)
C (-1.487, -4.125, 2.868)
C (-2.272, -3.011, 2.165)
O (-3.136, -3.561, 1.185)
C (-4.394, -2.940, 1.043)
C (-4.587, -2.322, -0.330)
C (-4.439, -3.163, -1.390)
C (-4.558, -2.684, -2.716)
N (-4.396, -3.387, -3.830)
S (-4.600, -2.344, -5.042)
N (-4.890, -1.007, -4.232)
C (-4.857, -1.306, -2.934)
C (-5.050, -0.432, -1.815)
S (-5.346, 1.284, -2.101)
O (-6.334, 1.800, -1.223)
O (-4.102, 1.948, -2.272)
F (-6.021, 1.223, -3.493)
C (-4.912, -0.922, -0.538)
C (-5.009, -0.028, 0.678)
C (-3.592, 0.304, 1.175)
O (-3.281, 1.633, 0.833)
C (-1.984, 1.794, 0.278)
C (-1.536, 3.230, 0.525)
O (-0.877, 3.837, -0.569)
C (0.130, 3.079, -1.116)
C (1.345, 2.878, -0.471)
C (2.316, 2.080, -1.055)
C (2.133, 1.469, -2.295)
C (3.233, 0.595, -2.899)
C (4.230, 1.574, -3.596)
C (4.010, -0.145, -1.792)
C (2.735, -0.352, -4.005)
C (2.001, -1.664, -3.625)
C (1.130, -2.056, -4.847)
C (2.969, -2.835, -3.381)
C (1.060, -1.539, -2.425)
C (0.919, 1.725, -2.947)
C (-0.071, 2.513, -2.364)
H (0.227, -2.784, 2.925)
H (0.458, -4.255, 3.851)
H (0.528, -4.296, 2.084)
H (-1.848, -4.222, 3.890)
H (-1.671, -5.067, 2.362)
H (-1.558, -2.324, 1.703)
H (-2.833, -2.458, 2.919)
H (-4.582, -2.220, 1.829)
H (-5.153, -3.719, 1.146)
H (-4.193, -4.203, -1.232)
H (-5.542, -0.573, 1.450)
H (-5.573, 0.876, 0.505)
H (-2.896, -0.415, 0.740)
H (-3.526, 0.191, 2.262)
H (-2.046, 1.569, -0.788)
H (-1.268, 1.119, 0.748)
H (-2.395, 3.837, 0.792)
H (-0.874, 3.226, 1.397)
H (1.517, 3.343, 0.489)
H (3.251, 1.930, -0.535)
H (4.308, 2.514, -3.061)
H (3.948, 1.739, -4.634)
H (5.216, 1.107, -3.615)
H (3.392, -0.340, -0.922)
H (4.833, 0.484, -1.455)
H (4.456, -1.064, -2.158)
H (3.635, -0.642, -4.555)
H (2.143, 0.208, -4.719)
H (1.753, -2.420, -5.662)
H (0.603, -1.176, -5.217)
H (0.375, -2.784, -4.564)
H (3.832, -2.787, -4.039)
H (3.278, -2.875, -2.339)
H (2.436, -3.764, -3.578)
H (0.378, -0.700, -2.512)
H (0.467, -2.451, -2.351)
H (1.604, -1.449, -1.486)
H (0.693, 1.303, -3.913)
H (-1.009, 2.676, -2.876)
C (4.503, -9.738, 6.237)
O (4.361, -8.944, 5.083)
C (3.069, -9.065, 4.515)
C (2.879, -8.053, 3.408)
O (2.511, -6.763, 3.875)
C (3.562, -5.970, 4.408)
C (4.435, -5.336, 3.348)
O (5.413, -6.253, 2.891)
C (6.109, -5.758, 1.772)
H (4.323, -10.796, 6.014)
H (5.524, -9.623, 6.594)
H (3.813, -9.415, 7.026)
H (2.304, -8.909, 5.286)
H (2.955, -10.078, 4.103)
H (2.039, -8.384, 2.795)
H (3.765, -8.005, 2.772)
H (4.163, -6.538, 5.121)
H (3.064, -5.165, 4.952)
H (4.942, -4.458, 3.774)
H (3.807, -5.010, 2.510)
H (5.433, -5.613, 0.921)
H (6.864, -6.492, 1.500)
H (6.606, -4.807, 2.003)
C (-0.354, 11.457, 2.110)
O (-1.120, 10.729, 1.181)
C (-1.004, 11.259, -0.128)
C (-1.663, 10.343, -1.135)
O (-0.840, 9.263, -1.546)
C (-0.760, 8.164, -0.647)
C (-1.958, 7.246, -0.699)
O (-3.017, 7.761, 0.095)
C (-4.206, 7.031, -0.094)
H (-0.659, 12.511, 2.137)
H (-0.520, 11.019, 3.092)
H (0.715, 11.400, 1.872)
H (0.055, 11.384, -0.389)
H (-1.495, 12.243, -0.157)
H (-1.844, 10.925, -2.041)
H (-2.626, 9.988, -0.761)
H (-0.579, 8.505, 0.375)
H (0.111, 7.593, -0.974)
H (-1.674, 6.258, -0.314)
H (-2.290, 7.136, -1.740)
H (-4.558, 7.113, -1.129)
H (-4.961, 7.451, 0.568)
H (-4.066, 5.972, 0.153)

calculated total energy = -92452.299 eV
highest occupied orbital energy = -8.62 eV
LUMO = -0.040 Ha
frontier orbital gap = 7.53 eV


# 4
C3H7NO2 | ωB97M-V with the def2-TZVPD basis set

CARTESIAN COORDINATES (ANGSTROEM)
C (1.003, 1.308, 0.402)
C (0.666, 0.055, 0.902)
O (-0.187, -0.146, 1.936)
C (-0.622, -0.525, -0.854)
O (-0.511, 0.550, -1.544)
N (-1.429, -1.445, -1.384)
H (2.003, 1.441, 0.000)
H (0.555, 2.189, 0.864)
H (0.166, 1.126, -0.891)
H (1.321, -0.800, 0.774)
H (-0.638, 0.689, 2.122)
H (-1.582, -2.310, -0.894)
H (-1.902, -1.309, -2.273)

calculated total energy = -8806.828 eV
highest occupied orbital energy = -8.30 eV
LUMO = 0.033 Ha
ΔE to the lowest compared entry with this formula, charge and spin = 85.34 kcal/mol
frontier orbital gap = 9.21 eV


# 5
C2H4BrP | ωB97M-V with the def2-TZVPD basis set

CARTESIAN COORDINATES (ANGSTROEM)
P (-1.881, -0.666, -0.205)
C (0.239, -0.259, 0.027)
C (1.328, 0.514, -0.294)
Br (3.043, 0.038, 0.279)
H (-2.268, 0.806, -0.335)
H (-2.491, -0.487, 1.056)
H (0.628, -1.159, 0.575)
H (1.401, 1.212, -1.105)

calculated total energy = -81467.020 eV
highest occupied orbital energy = -9.22 eV
LUMO = 0.011 Ha
ΔE to the lowest compared entry with this formula, charge and spin = 60.68 kcal/mol
structure (SMILES) = P/C=C/Br
frontier orbital gap = 9.50 eV


Please write out number 1 again, unchanged.
C4H2N2 | ωB97M-V with the def2-TZVPD basis set

CARTESIAN COORDINATES (ANGSTROEM)
C (-0.953, -0.052, 0.252)
C (0.060, -0.956, -0.201)
C (-0.787, 1.257, 0.468)
C (1.328, 0.784, -0.244)
N (1.239, -0.481, -0.464)
N (1.156, 1.904, 0.048)
H (-1.946, -0.434, 0.451)
H (-0.097, -2.023, -0.310)

calculated total energy = -7155.369 eV
highest occupied orbital energy = -10.23 eV
LUMO = -0.030 Ha
ΔE to the lowest compared entry with this formula, charge and spin = 81.66 kcal/mol
frontier orbital gap = 9.43 eV


Look up the highest occupied orbital energy of the first one. -10.23 eV


Which formula does entry 2 have? C6H11NO2


Look up the frontier orbital gap of the fourth one. 9.21 eV